The following is a DFT calculation (ωB97M-V with the def2-TZVPD basis set) of a 7-piece molecular cluster, C23H39NO20P overall.

Last columns: bonded neighbours and bond lengths (Å).
Element x y z (Å)
1 P 1.754 0.666 -1.970  O7 1.739, O20 1.769, H47 1.458, H53 1.463, H71 1.461, H83 1.458
2 O -1.775 1.388 -0.865  C24 1.339, C26 1.429
3 O -2.060 -2.521 1.789  C25 1.429, C31 1.352
4 O 4.460 -4.737 -1.623  C29 1.438, C45 1.355
5 O -0.657 5.300 -3.555  C41 1.184
6 O 3.878 -6.854 -1.102  C45 1.191
7 O 0.866 0.090 -0.590  P1 1.739, C27 1.424
8 O 0.042 3.618 5.214  C44 1.185
9 O -1.263 -4.455 2.625  C31 1.187
10 O -0.568 -7.779 1.050  C28 1.436, C34 1.352
11 O -2.724 5.584 -4.418  C39 1.429, C41 1.358
12 O -0.076 5.270 3.690  C40 1.428, C44 1.355
13 O -1.185 7.175 -4.684  C35 1.429, C41 1.358
14 O 2.454 -5.530 -2.237  C32 1.438, C45 1.358
15 O -3.133 3.143 -1.031  C24 1.353, C33 1.444
16 O 1.252 -8.568 2.065  C23 1.438, C34 1.353
17 O 1.909 4.660 4.506  C37 1.430, C44 1.356
18 O -3.433 -4.260 2.044  C31 1.359, C38 1.431
19 O -0.719 -9.624 2.332  C34 1.190
20 O 3.224 -0.111 -1.367  P1 1.769, C42 1.429
21 O -3.007 1.983 0.902  C24 1.194
22 N -0.740 1.746 2.916  C36 1.472, H57 1.011, H76 1.011
23 C 1.713 -7.552 1.159  O16 1.438, C28 1.513, H52 1.089, H77 1.086
24 C -2.671 2.154 -0.231  O2 1.339, O15 1.353, O21 1.194
25 C -3.276 -2.162 1.128  O3 1.429, C38 1.513, H61 1.091, H75 1.088
26 C -1.773 1.743 -2.250  O2 1.429, C33 1.513, H73 1.087, H82 1.093
27 C 1.758 0.080 0.520  O7 1.424, C42 1.530, C43 1.526, H63 1.088
28 C 0.444 -6.775 0.878  O10 1.436, C23 1.513, H51 1.087, H58 1.091
29 C 3.885 -3.756 -2.504  O4 1.438, C32 1.493, H64 1.092, H84 1.089
30 C 0.914 -0.081 2.984  C36 1.525, C43 1.542, H49 1.090, H67 1.082
31 C -2.160 -3.807 2.195  O3 1.352, O9 1.187, O18 1.359
32 C 2.435 -4.114 -2.492  O14 1.438, C29 1.493, H48 1.086, H79 1.091
33 C -2.308 3.158 -2.216  O15 1.444, C26 1.513, H46 1.082, H72 1.085
34 C -0.075 -8.740 1.863  O10 1.352, O16 1.353, O19 1.190
35 C -2.282 7.543 -5.522  O13 1.429, C39 1.513, H56 1.092, H60 1.087
36 C -0.531 0.328 3.249  N22 1.472, C30 1.525, H74 1.089, H78 1.083
37 C 2.184 5.531 3.406  O17 1.430, C40 1.514, H50 1.091, H59 1.087
38 C -4.264 -3.141 1.722  O18 1.431, C25 1.513, H55 1.092, H80 1.087
39 C -3.414 6.715 -4.955  O11 1.429, C35 1.513, H62 1.091, H65 1.087
40 C 0.859 6.240 3.217  O12 1.428, C37 1.514, H66 1.087, H69 1.093
41 C -1.444 5.950 -4.157  O5 1.184, O11 1.358, O13 1.358
42 C 2.991 -0.622 -0.053  O20 1.429, C27 1.530, H54 1.096, H68 1.089
43 C 1.080 -0.751 1.605  C27 1.526, C30 1.542, H70 1.078, H81 1.089
44 C 0.572 4.438 4.542  O8 1.185, O12 1.355, O17 1.356
45 C 3.626 -5.805 -1.609  O4 1.355, O6 1.191, O14 1.358
46 H -1.526 3.893 -2.087  C33 1.082
47 H 1.462 -0.503 -2.791  P1 1.458
48 H 1.945 -3.905 -3.439  C32 1.086
49 H 1.146 -0.838 3.734  C30 1.090
50 H 2.462 4.928 2.540  C37 1.091
51 H 0.413 -6.364 -0.128  C28 1.087
52 H 2.118 -8.028 0.267  C23 1.089
53 H 2.487 1.142 -3.143  P1 1.463
54 H 2.753 -1.684 -0.185  C42 1.096
55 H -4.722 -2.768 2.640  C38 1.092
56 H -2.043 7.276 -6.553  C35 1.092
57 H -0.881 2.265 3.772  N22 1.011
58 H 0.268 -5.972 1.596  C28 1.091
59 H 3.000 6.207 3.647  C37 1.087
60 H -2.464 8.613 -5.465  C35 1.087
61 H -3.143 -2.296 0.053  C25 1.091
62 H -3.940 7.222 -4.144  C39 1.091
63 H 2.045 1.099 0.770  C27 1.088
64 H 4.337 -3.865 -3.492  C29 1.092
65 H -4.135 6.402 -5.706  C39 1.087
66 H 0.653 6.495 2.181  C40 1.087
67 H 1.583 0.755 3.145  C30 1.082
68 H 3.915 -0.485 0.507  C42 1.089
69 H 0.775 7.140 3.832  C40 1.093
70 H 0.109 -1.035 1.231  C43 1.078
71 H 2.202 1.886 -1.301  P1 1.461
72 H -2.899 3.413 -3.090  C33 1.085
73 H -0.771 1.665 -2.662  C26 1.087
74 H -0.744 0.170 4.306  C36 1.089
75 H -3.525 -1.122 1.328  C25 1.088
76 H -1.573 1.846 2.352  N22 1.011
77 H 2.490 -6.950 1.620  C23 1.086
78 H -1.196 -0.329 2.701  C36 1.083
79 H 1.888 -3.616 -1.691  C32 1.091
80 H -5.047 -3.434 1.027  C38 1.087
81 H 1.630 -1.681 1.737  C43 1.089
82 H -2.434 1.057 -2.786  C26 1.093
83 H 0.542 1.382 -2.351  P1 1.458
84 H 4.058 -2.744 -2.142  C29 1.089

Values from the calculation:
* spin multiplicity: 1
* calculated total energy: -2800.73777 Ha
* HOMO energy: -0.1529 hartree
* energy above the lowest of the compared OMol25 structures with the same formula, charge and spin: 0.0 kcal/mol
* net charge: -1
* orbital gap: 5.865 eV

In elementary charge units, the Mulliken charges are:
1. P 0.24
2. O -0.03
3. O -0.12
4. O -0.35
5. O -0.47
6. O -0.56
7. O -0.10
8. O -0.57
9. O -0.52
10. O -0.33
11. O -0.28
12. O -0.33
13. O -0.35
14. O -0.35
15. O -0.42
16. O -0.36
17. O -0.33
18. O -0.34
19. O -0.56
20. O -0.49
21. O -0.69
22. N -0.27
23. C -0.18
24. C 0.50
25. C -0.08
26. C -0.15
27. C 0.12
28. C -0.09
29. C -0.27
30. C -0.83
31. C 0.43
32. C -0.02
33. C -0.09
34. C 0.62
35. C -0.36
36. C 0.22
37. C -0.30
38. C -0.43
39. C -0.34
40. C -0.31
41. C 0.65
42. C -0.20
43. C -0.36
44. C 0.73
45. C 0.66
46. H 0.21
47. H -0.19
48. H 0.33
49. H 0.42
50. H 0.26
51. H 0.23
52. H 0.19
53. H 0.02
54. H -0.01
55. H 0.27
56. H 0.26
57. H 0.19
58. H 0.16
59. H 0.28
60. H 0.30
61. H 0.23
62. H 0.27
63. H 0.24
64. H 0.29
65. H 0.29
66. H 0.29
67. H 0.34
68. H 0.24
69. H 0.26
70. H -0.08
71. H -0.09
72. H 0.29
73. H 0.04
74. H 0.35
75. H 0.16
76. H 0.09
77. H 0.32
78. H -0.40
79. H 0.06
80. H 0.33
81. H 0.41
82. H 0.19
83. H -0.60
84. H 0.21

The following is a DFT calculation (ωB97M-V with the def2-TZVPD basis set) of an isolated ion of composition C23H40BClIO2Si and charge -1.

Last columns: bonded neighbours and bond lengths (Å).
Element x y z (Å)
1 I 2.222 -2.077 -1.435  C21 2.337
2 Cl -0.384 2.002 -4.306  B29 1.996
3 Si -0.925 0.188 2.573  C12 1.873, C15 1.871, C17 1.884, C20 1.857
4 O 1.273 -0.130 -3.531  C21 1.336, B29 1.484
5 O -0.234 0.512 -1.882  C16 1.394, B29 1.469
6 C -3.601 0.876 -3.193  C23 1.532, H32 1.085, H60 1.090, H68 1.086
7 C 3.545 2.544 1.083  C25 1.531, C27 1.517, H40 1.089, H66 1.093
8 C 0.009 -2.047 1.038  C12 1.410, C26 1.397, H35 1.082
9 C -1.606 -3.932 2.331  C14 1.400, C28 1.399, H44 1.080
10 C 2.485 1.439 3.126  C19 1.535, C25 1.521, H33 1.089, H41 1.090
11 C 2.454 1.747 -1.066  C18 1.531, C27 1.521, H36 1.087, H52 1.092
12 C -0.860 -1.613 2.060  Si3 1.873, C8 1.410, C28 1.406
13 C 0.649 -2.343 -4.087  C21 1.516, H54 1.085, H62 1.083, H65 1.083
14 C -0.729 -4.342 1.319  C9 1.400, C26 1.400, H57 1.079
15 C -2.650 0.645 3.136  Si3 1.871, H37 1.088, H48 1.088, H49 1.088
16 C -0.512 -0.806 -2.238  O5 1.394, C21 1.549, C24 1.525, H34 1.090
17 C 0.280 0.436 3.998  Si3 1.884, C19 1.534, H51 1.091, H58 1.090
18 C 1.717 2.149 -2.346  C11 1.531, B29 1.599, H42 1.090, H61 1.091
19 C 1.742 0.185 3.608  C10 1.535, C17 1.534, H50 1.091, H67 1.088
20 C -0.411 1.300 1.177  Si3 1.857, H30 1.091, H31 1.087, H53 1.087
21 C 0.737 -1.251 -3.039  I1 2.337, O4 1.336, C13 1.516, C16 1.549
22 C -2.954 -0.023 -0.943  C23 1.525, H45 1.086, H55 1.088, H69 1.090
23 C -3.072 -0.343 -2.429  C6 1.532, C22 1.525, C24 1.548, H59 1.091
24 C -1.790 -0.942 -3.058  C16 1.525, C23 1.548, H43 1.088, H64 1.088
25 C 3.272 1.242 1.839  C7 1.531, C10 1.521, H47 1.089, H63 1.089
26 C 0.072 -3.394 0.672  C8 1.397, C14 1.400, H56 1.080
27 C 2.539 2.842 -0.013  C7 1.517, C11 1.521, H38 1.091, H39 1.092
28 C -1.667 -2.580 2.685  C9 1.399, C12 1.406, H46 1.082
29 B 0.674 1.069 -2.894  Cl2 1.996, O4 1.484, O5 1.469, C18 1.599
30 H -0.576 2.330 1.496  C20 1.091
31 H -0.969 1.156 0.255  C20 1.087
32 H -3.321 0.842 -4.240  C6 1.085
33 H 3.196 1.741 3.895  C10 1.089
34 H -0.585 -1.436 -1.351  C16 1.090
35 H 0.618 -1.330 0.504  C8 1.082
36 H 1.984 0.857 -0.655  C11 1.087
37 H -3.056 -0.050 3.868  C15 1.088
38 H 1.549 3.021 0.410  C27 1.091
39 H 2.830 3.768 -0.513  C27 1.092
40 H 4.542 2.525 0.644  C7 1.089
41 H 1.775 2.257 3.003  C10 1.090
42 H 2.434 2.365 -3.139  C18 1.090
43 H -1.615 -0.479 -4.027  C24 1.088
44 H -2.236 -4.651 2.832  C9 1.080
45 H -2.376 0.884 -0.797  C22 1.086
46 H -2.357 -2.275 3.459  C28 1.082
47 H 4.222 0.771 2.087  C25 1.089
48 H -2.629 1.631 3.595  C15 1.088
49 H -3.340 0.681 2.296  C15 1.088
50 H 1.803 -0.575 2.828  C19 1.091
51 H -0.007 -0.274 4.776  C17 1.091
52 H 3.483 1.470 -1.307  C11 1.092
53 H 0.647 1.203 0.945  C20 1.087
54 H 1.311 -2.078 -4.903  C13 1.085
55 H -2.473 -0.820 -0.380  C22 1.088
56 H 0.731 -3.697 -0.128  C26 1.080
57 H -0.678 -5.381 1.033  C14 1.079
58 H 0.165 1.441 4.403  C17 1.090
59 H -3.843 -1.111 -2.513  C23 1.091
60 H -4.688 0.916 -3.130  C6 1.090
61 H 1.160 3.072 -2.178  C18 1.091
62 H -0.358 -2.418 -4.479  C13 1.083
63 H 2.745 0.547 1.187  C25 1.089
64 H -1.967 -2.003 -3.222  C24 1.088
65 H 0.941 -3.316 -3.713  C13 1.083
66 H 3.550 3.367 1.802  C7 1.093
67 H 2.257 -0.241 4.467  C19 1.088
68 H -3.200 1.796 -2.778  C6 1.086
69 H -3.945 0.138 -0.518  C22 1.090

Values from the calculation:
* spin multiplicity: 1
* calculated total energy: -2123.33622 Ha
* HOMO energy: -0.2051 hartree
* energy above the lowest of the compared OMol25 structures with the same formula, charge and spin: 0.0 kcal/mol
* net charge: -1
* orbital gap: 8.204 eV

In elementary charge units, the Mulliken charges are:
1. I -0.23
2. Cl -0.51
3. Si 0.00
4. O -0.40
5. O 0.39
6. C -1.70
7. C -1.29
8. C 1.26
9. C -0.70
10. C -0.98
11. C 1.67
12. C 0.63
13. C -1.28
14. C -0.79
15. C -1.18
16. C 1.41
17. C -1.12
18. C -1.45
19. C -0.77
20. C 0.96
21. C 0.44
22. C -1.65
23. C 0.96
24. C -2.07
25. C -0.16
26. C -0.13
27. C -0.38
28. C -0.58
29. B 0.08
30. H 0.62
31. H -0.70
32. H 0.36
33. H 0.41
34. H -0.41
35. H -0.75
36. H -1.42
37. H 0.35
38. H 0.12
39. H 0.54
40. H 0.43
41. H 0.43
42. H 0.20
43. H 0.53
44. H 0.38
45. H 0.22
46. H 0.27
47. H 0.54
48. H 0.34
49. H 0.29
50. H 0.29
51. H 0.45
52. H 0.50
53. H -1.02
54. H 0.36
55. H 0.27
56. H 0.15
57. H 0.38
58. H 0.51
59. H 0.53
60. H 0.40
61. H 0.30
62. H 0.33
63. H -0.01
64. H 0.40
65. H 0.34
66. H 0.41
67. H 0.53
68. H 0.33
69. H 0.42